# 1
{
  "formula": "ClHNO2S2",
  "method": "ωB97M-V/def2-TZVPD",
  "e_lumo_ev": 3.767,
  "e_homo_ev": -3.56,
  "relative_energy_ev": 0.4825,
  "charge": -1,
  "orbital_gap_ev": 7.329,
  "species": ["Cl", "S", "S", "O", "O", "N", "H"],
  "xyz": [[-0.684, 0.883, -2.481], [0.591, -0.842, 0.552], [-1.493, -0.663, -1.185], [0.687, -0.872, 1.996], [1.286, 0.697, 0.162], [-1.060, -0.462, 0.303], [0.674, 1.257, 0.654]],
  "forces_ev_per_a": [[-0.07, 0.41, -0.17], [-0.70, 1.47, -0.76], [-0.74, -0.91, -1.83], [0.40, -0.50, 1.17], [-0.60, -1.59, 0.13], [1.85, 0.62, 1.44], [-0.13, 0.49, 0.02]]
}


# 2
{
  "formula": "C4H11NO3",
  "method": "ωB97M-V/def2-TZVPD",
  "e_lumo_ev": [3.363, 3.307],
  "e_homo_ev": [0.39, -3.22],
  "relative_energy_ev": 0.9295,
  "charge": -1,
  "spin_multiplicity": 2,
  "s2": 0.75,
  "orbital_gap_ev": [2.976, 6.529],
  "species": ["O", "O", "O", "N", "C", "C", "C", "C", "H", "H", "H", "H", "H", "H", "H", "H", "H", "H", "H"],
  "xyz": [[-0.112, 2.897, -0.616], [-0.180, -2.253, 0.077], [2.842, -0.356, -1.398], [-1.712, 0.147, -0.721], [0.299, 2.300, 0.444], [0.387, 0.789, 0.456], [-0.831, -1.395, 1.043], [-0.955, 0.037, 0.534], [-1.535, 0.529, 1.322], [-1.808, -1.823, 1.270], [0.701, 2.786, 1.350], [3.199, 0.188, -2.102], [-0.171, -1.329, 1.912], [0.788, 0.487, -0.518], [-0.803, -2.894, -0.264], [-1.934, -0.783, -1.044], [1.936, -0.558, -1.646], [-1.174, 0.690, -1.384], [1.064, 0.541, 1.285]],
  "forces_ev_per_a": [[0.04, 0.33, -0.01], [0.23, -0.02, 0.16], [0.58, -0.36, 0.00], [-0.14, -0.25, 0.78], [-0.25, -0.89, -0.01], [-0.21, 0.69, 0.01], [0.58, 0.25, -1.04], [-0.43, 0.28, 0.54], [-0.06, 0.15, 0.15], [-0.09, 0.05, 0.32], [0.02, 0.32, -0.26], [-0.13, 0.16, -0.11], [-0.28, -0.34, 0.18], [0.45, -0.11, 0.06], [-0.12, 0.03, 0.04], [0.22, 0.11, -0.54], [-0.20, 0.08, 0.06], [-0.08, -0.02, -0.21], [-0.12, -0.47, -0.13]]
}